ORCA calculation (ωB97M-V/def2-TZVPD) on 2 unconnected molecules or ions with the total composition FH4NSi.

```
7
Properties=species:S:1:pos:R:3:forces:R:3
N 1.43079 -0.77305 0.05466 -2.41 0.76 0.42
F -2.16057 -0.26627 -0.31847 -0.20 -0.43 -0.03
Si -0.96684 0.64658 0.17244 2.66 -2.36 -1.02
H 2.27423 -0.28146 -0.22035 -0.16 0.39 -0.38
H 1.29543 -1.52506 -0.62493 -0.05 0.35 -0.09
H -0.65157 0.35979 1.52920 -0.21 0.52 0.98
H -1.22147 1.83948 -0.59256 0.37 0.77 0.11
```
Positions in Å, forces in eV/Å.

Results
- Spin multiplicity: 1
- HOMO (spin up / spin down): -8.290 / -8.270 eV
- Gap between HOMO and LUMO (spin up / spin down): 7.82 / 7.80 eV
- LUMO energy (spin up / spin down): -0.0172 / -0.0172 Eh

ORCA calculation (ωB97M-V/def2-TZVPD) on a molecular structure, C22H33FeNO3P2.

```
62
Properties=species:S:1:pos:R:3:forces:R:3
C -1.08544 -2.28440 -4.83105 0.34 1.64 3.24
C -1.79816 -1.09093 -5.28277 -0.76 1.94 0.16
H -1.61187 -2.98858 -4.18561 -0.18 -0.38 -0.68
H 0.00704 -2.37891 -4.79810 -0.34 0.01 -0.60
C -2.16027 0.23719 -4.94566 -0.13 -1.96 -2.16
C -2.16029 1.14967 -3.81639 3.88 -2.55 3.84
H -2.18028 0.58416 -2.74475 -0.47 1.49 -2.26
H -1.21167 1.82440 -3.75625 -2.18 -0.32 -0.52
C -2.26507 -1.63570 -6.64662 -0.40 1.68 -0.10
H -1.93681 -2.63800 -6.72936 0.25 -1.28 -0.58
H -1.80885 -1.03630 -7.46614 -0.40 -0.52 0.40
H -3.37065 -1.62227 -6.69052 0.54 0.01 -0.15
C -2.86070 0.97785 -6.10093 0.39 -1.00 -0.01
H -3.84536 0.49540 -6.26577 0.53 0.42 -0.27
H -2.22614 1.00230 -7.00806 -0.62 -0.08 0.32
H -3.02103 1.97220 -5.75475 -0.34 0.89 -0.10
Fe 0.09335 0.66838 1.59149 -0.18 0.52 0.21
O -0.37474 0.39821 -0.26862 1.11 -0.94 -0.13
C 0.51914 0.43638 -1.16586 -0.50 -1.51 -2.99
O 0.95491 2.46079 0.82482 0.43 -0.13 -1.18
C 1.39762 2.54945 -0.33498 -0.09 -0.49 0.42
O 2.25345 3.48812 -0.70537 -0.65 -0.77 -0.42
N 1.15502 1.63962 -1.38259 0.73 1.00 0.62
C 2.69088 3.23481 -2.09032 0.44 0.64 0.06
C 1.86906 2.08130 -2.61046 -0.85 -0.71 0.26
H 3.75098 2.96662 -2.07316 -0.18 0.35 0.22
H 2.52065 4.15084 -2.66522 0.19 -0.19 0.31
H 2.47362 1.27462 -3.00924 0.15 -0.09 0.06
H 1.15183 2.38308 -3.38537 0.05 -0.07 0.33
C 0.86559 -0.79395 -2.11328 -3.87 4.30 0.23
C -0.25496 -1.71967 -1.82489 -0.41 -1.87 -4.34
H 0.74815 -0.22255 -3.38182 1.03 -2.36 3.67
H -1.47378 -1.51659 -1.96259 3.13 -0.14 1.63
H 0.02213 -2.84182 -2.08175 -0.88 2.19 0.58
C 0.43160 -2.78915 1.74035 -0.06 -0.24 -0.12
P 0.95877 -1.23104 2.48211 -0.09 0.21 0.40
C 2.76463 -1.12043 2.33903 0.01 -0.07 -0.07
C 0.60583 -1.33763 4.27821 -0.39 1.00 -0.22
C 0.94053 -2.43187 5.05330 0.23 -0.58 0.26
C 0.62776 -2.44865 6.41724 -0.23 0.66 -0.17
C -0.02552 -1.34767 6.99548 0.15 -0.24 -0.32
C -0.37422 -0.23707 6.21859 0.19 -0.19 -0.03
C -0.04229 -0.21784 4.86583 0.07 -0.42 -0.45
P -0.34117 1.20492 3.75783 0.75 -0.42 0.00
C 0.98542 2.40881 4.08472 -0.18 0.15 0.06
C -1.90474 1.96638 4.18784 -0.34 0.12 -0.11
H 0.33563 -2.64751 0.65331 0.10 -0.13 0.32
H -0.54800 -3.06397 2.15392 0.25 0.04 -0.15
H 1.15992 -3.58406 1.95200 -0.24 0.15 -0.09
H 3.08930 -0.16010 2.76215 0.00 -0.31 -0.08
H 3.22079 -1.95065 2.89264 0.05 0.22 -0.17
H 3.04857 -1.16351 1.27833 0.00 -0.04 0.28
H 1.45613 -3.29084 4.60038 -0.28 0.35 0.27
H 0.88724 -3.31024 7.02048 -0.02 0.09 -0.02
H -0.26193 -1.35568 8.05562 0.00 -0.03 -0.17
H -0.89956 0.60568 6.66684 0.17 -0.22 0.00
H 1.92853 1.88510 4.28735 -0.25 0.16 -0.03
H 1.09493 3.03012 3.18124 0.01 -0.06 0.50
H 0.69639 3.01382 4.95124 0.29 0.02 -0.14
H -1.97361 2.92772 3.66002 -0.05 -0.20 0.23
H -2.72708 1.31938 3.85481 0.17 0.20 0.18
H -1.96121 2.12024 5.27110 -0.07 0.08 -0.23
```
Positions in Å, forces in eV/Å.

Results
- Spin multiplicity: 5
- HOMO (spin up / spin down): -12.742 / -13.759 eV
- Gap between HOMO and LUMO (spin up / spin down): 4.77 / 6.71 eV
- Net charge: +2
- <S²>: 6.105
- LUMO energy (spin up / spin down): -0.2928 / -0.2591 Eh

ORCA calculation (ωB97M-V/def2-TZVPD) on 2 unconnected molecules or ions with the total composition C2H3F3Si.

```
9
Properties=species:S:1:pos:R:3:forces:R:3
C -0.80369 -1.44407 -0.32064 0.05 0.74 -1.18
C -0.23004 -0.27965 0.00871 1.82 -1.91 1.45
F -1.85426 -1.60785 -1.17326 1.39 0.76 1.36
F -0.30710 -2.57947 0.00095 -0.25 -0.82 0.35
F 1.25787 -0.88407 1.27221 -2.94 0.87 -2.39
Si 0.37288 1.49772 -0.01201 0.62 -1.60 1.14
H -0.54436 2.07166 0.91064 -0.62 0.97 0.42
H 0.45206 2.04656 -1.32619 -0.14 0.36 -0.85
H 1.65665 1.17918 0.63960 0.08 0.63 -0.30
```
Positions in Å, forces in eV/Å.

Results
- Spin multiplicity: 1
- HOMO: -10.846 eV
- Gap between HOMO and LUMO: 9.31 eV
- LUMO energy: -0.0564 Eh

| no. | strongest force on any atom (Eh/bohr) | total energy (eV) |
| --- | --- | --- |
| 1 | 0.0718 | -12148.10783 |
| 2 | 0.1171 | -83922.45605 |
| 3 | 0.0757 | -18147.89256 |